Run w
Here is one molecule with the formula C3H6N2OS from OMol25. Energies are from ωB97M-V with the def2-TZVPD basis set.

HOMO energy (eV): -8.28
LUMO level (eV): 0.1
HOMO-LUMO gap (eV): 8.39
Charge: 0

Each line ends with the Löwdin charge.
Positions of all 13 atoms, in Å:
H  -2.826  0.753  0.562  0.08
N  -2.825  -0.324  0.094  0.09
C  -1.700  -0.794  -0.140  -0.36
N  -0.435  -0.265  -0.053  0.03
C  -0.043  1.009  -0.173  -0.87
S  -1.038  2.486  -0.025  0.54
O  1.183  1.133  -0.162  -0.06
C  2.113  -0.001  0.155  0.04
H  -1.548  -1.806  -0.595  0.13
H  0.384  -0.913  -0.153  0.11
H  3.080  0.244  0.195  0.06
H  1.962  -0.812  -0.619  0.11
H  1.693  -0.710  0.914  0.11

Run x
Here is one molecule with the formula C3H6N2OS from OMol25. Energies are from ωB97M-V with the def2-TZVPD basis set.

HOMO energy (eV): -8.26
LUMO level (eV): 0.0
HOMO-LUMO gap (eV): 8.23
Charge: 0

Each line ends with the Löwdin charge.
Positions of all 13 atoms, in Å:
C  -0.746  2.637  -1.493  -0.21
O  -0.908  1.484  -2.168  -0.19
C  -0.837  0.235  -1.543  -0.09
N  0.050  0.077  -0.448  0.07
N  0.241  -1.306  -0.135  -0.16
C  0.755  -1.683  1.043  -0.81
S  0.804  -0.878  2.434  0.60
H  -0.638  3.652  -2.165  0.12
H  -1.842  2.899  -0.778  0.15
H  0.122  2.547  -0.564  0.14
H  -1.296  -0.530  -2.285  0.16
H  0.014  -2.215  -0.796  0.21
H  0.978  -2.713  1.041  0.03

The winner here is run w, beating the second structure by 1.933 eV.

Run w
Here is one molecule with the formula C5H11NOS from OMol25. Energies are from ωB97M-V with the def2-TZVPD basis set.

HOMO energy (eV): -8.95
LUMO level (eV): 0.6
HOMO-LUMO gap (eV): 9.55
Charge: 0

Each line ends with the Löwdin charge.
Positions of all 19 atoms, in Å:
C  -0.193  1.846  -0.985  -0.03
C  -1.208  0.654  -0.696  -0.39
O  -0.863  -0.229  -1.774  -0.14
C  -1.122  0.188  0.723  -0.37
C  -1.719  -1.120  0.936  -0.10
C  0.241  0.530  1.396  -0.27
N  1.408  0.113  1.245  -0.30
S  1.891  -0.967  -0.114  0.69
H  0.854  1.453  -0.864  0.07
H  -0.432  2.675  -0.447  0.05
H  -0.209  2.000  -2.098  0.09
H  -2.129  1.052  -0.849  0.10
H  -0.683  0.404  -2.626  0.17
H  -1.798  0.812  1.384  0.15
H  -0.991  -1.902  0.458  0.11
H  -2.837  -1.291  0.604  0.13
H  -1.755  -1.374  1.982  0.07
H  0.102  1.052  2.340  0.11
H  0.675  -0.960  -0.812  -0.13

Run x
Here is C5H11NOS as an isolated structure from OMol25. Energies are from ωB97M-V with the def2-TZVPD basis set.

HOMO energy (eV): -8.63
LUMO level (eV): -0.7
HOMO-LUMO gap (eV): 7.96
Charge: 0

Each line ends with the Löwdin charge.
Positions of all 19 atoms, in Å:
C  -0.826  -0.613  -0.354  -0.19
C  -0.345  0.359  0.842  -0.68
C  1.106  0.666  0.511  -0.03
C  -0.463  -0.326  2.222  -0.02
C  -0.575  0.494  -2.554  -0.11
N  -1.441  0.171  -1.396  -0.58
O  -1.030  1.521  0.922  -0.25
S  -2.389  1.355  -0.808  0.96
H  -0.081  -1.182  -0.745  0.07
H  -1.658  -1.419  -0.032  0.17
H  1.579  -0.271  0.122  0.10
H  1.796  0.854  1.369  0.10
H  1.147  1.466  -0.053  0.03
H  0.255  0.103  2.776  0.02
H  -0.260  -1.503  2.199  0.13
H  -1.378  -0.260  2.708  0.06
H  -0.407  1.629  -2.767  0.12
H  0.435  0.269  -2.218  0.07
H  -0.830  -0.041  -3.364  0.03

The winner here is run w, beating the second structure by 0.973 eV.

Run w
Here is one molecule with the formula C4H9NOS2 from OMol25. Energies are from ωB97M-V with the def2-TZVPD basis set.

HOMO energy (eV): -8.62
LUMO level (eV): 0.2
HOMO-LUMO gap (eV): 8.83
Charge: 0

Each line ends with the Löwdin charge.
Positions of all 17 atoms, in Å:
C  -0.774  0.056  -1.465  -0.04
C  0.371  -0.791  -0.976  -0.44
O  -0.024  -2.137  -0.766  -0.06
C  1.155  -0.217  0.208  -0.20
N  0.292  0.405  1.169  -0.53
S  -0.578  -0.681  2.262  0.86
C  0.205  1.689  1.439  -0.77
S  0.884  2.913  0.567  0.61
H  -1.242  -0.346  -2.367  0.09
H  -0.426  1.083  -1.643  0.08
H  -1.524  0.071  -0.683  0.06
H  1.077  -0.874  -1.786  0.14
H  -0.699  -2.157  -0.056  0.06
H  1.676  0.644  -0.219  0.08
H  1.772  -0.960  0.689  0.13
H  -1.667  -0.562  1.432  -0.10
H  -0.498  1.864  2.194  0.02

Run x
Here is one molecule with the formula C4H9NOS2 from OMol25. Energies are from ωB97M-V with the def2-TZVPD basis set.

HOMO energy (eV): -9.32
LUMO level (eV): 0.5
HOMO-LUMO gap (eV): 9.79
Charge: 0

Each line ends with the Löwdin charge.
Positions of all 17 atoms, in Å:
C  2.131  -0.600  -2.364  0.00
C  0.674  -0.608  -2.632  -0.54
O  0.186  -1.363  -3.446  0.05
N  -0.139  0.263  -1.912  0.06
C  0.274  0.812  -0.639  -0.27
C  0.285  -0.223  0.506  -0.52
S  -1.245  -0.139  1.542  0.40
S  -0.686  0.938  3.175  0.30
H  2.439  0.429  -2.156  0.08
H  2.715  -0.958  -3.201  0.09
H  2.344  -1.221  -1.492  0.09
H  -1.105  0.337  -2.099  0.13
H  1.286  1.220  -0.674  0.10
H  -0.399  1.616  -0.379  0.10
H  0.410  -1.258  0.165  0.07
H  1.143  -0.181  1.176  0.06
H  -0.406  -0.073  4.012  -0.20

The winner here is run x, beating the second structure by 1.307 eV.

Run w
Here is a 2-piece molecular cluster, C5H14N3 overall from OMol25. Energies are from ωB97M-V with the def2-TZVPD basis set.

HOMO energy (eV): -13.71
LUMO level (eV): -4.8
HOMO-LUMO gap (eV): 8.92
Charge: +1

Each line ends with the Löwdin charge.
Positions of all 22 atoms, in Å:
C  0.561  1.008  0.563  -0.10
C  -0.802  1.023  -0.137  -0.17
C  1.169  -1.247  -0.037  -0.17
C  2.838  0.472  -0.236  -0.04
C  -2.938  -0.162  -0.336  -0.08
N  1.496  0.002  0.033  -0.16
N  0.070  -1.844  0.222  0.16
N  -1.709  0.018  0.430  -0.17
H  1.037  1.979  0.427  0.13
H  0.426  0.841  1.637  0.14
H  -1.229  2.030  -0.059  0.13
H  -0.670  0.799  -1.200  0.14
H  2.748  -2.251  -0.720  0.28
H  3.361  0.688  0.702  0.11
H  3.386  -0.300  -0.777  0.05
H  2.806  1.378  -0.841  0.10
H  -3.516  -0.968  0.106  0.09
H  -3.554  0.738  -0.355  0.09
H  -2.688  -0.427  -1.359  0.09
H  -0.819  -1.207  0.414  0.08
H  -0.028  -2.842  0.135  0.13
H  -1.943  0.271  1.388  0.14

Run x
Here is an isolated ion of composition C5H14N3 and charge +1 from OMol25. Energies are from ωB97M-V with the def2-TZVPD basis set.

HOMO energy (eV): -12.16
LUMO level (eV): -3.9
HOMO-LUMO gap (eV): 8.25
Charge: +1

Each line ends with the Löwdin charge.
Positions of all 22 atoms, in Å:
H  0.524  -3.370  2.840  0.04
N  -0.415  -3.144  2.541  0.09
C  -0.729  -2.070  1.952  -0.35
N  0.080  -1.083  1.397  -0.01
C  -0.635  0.296  1.141  -0.21
C  0.210  1.271  0.406  -0.18
C  0.126  1.181  -1.118  -0.26
C  -0.562  -0.122  -1.654  -0.05
N  1.464  1.145  -1.978  0.18
H  -1.799  -1.979  1.828  0.11
H  1.047  -0.840  1.745  0.14
H  -1.571  0.136  0.648  0.09
H  -0.783  0.642  2.245  0.16
H  -0.264  2.353  0.678  0.18
H  1.156  1.341  0.829  0.09
H  -0.525  2.048  -1.574  0.18
H  -1.307  -0.390  -0.911  0.06
H  -0.043  -1.038  -1.732  0.08
H  -1.146  0.057  -2.586  0.11
H  1.656  0.149  -2.194  0.16
H  2.285  1.706  -1.618  0.18
H  1.230  1.712  -2.887  0.21

Run y
Here is a 2-piece molecular cluster, C5H14N3 overall from OMol25. Energies are from ωB97M-V with the def2-TZVPD basis set.

HOMO energy (alpha / beta) (eV): -12.58 / -12.58
LUMO level (alpha / beta) (eV): -5.3 / -5.3
HOMO-LUMO gap (alpha / beta) (eV): 7.32 / 7.33
Charge: +1

Each line ends with the Löwdin charge.
Positions of all 22 atoms, in Å:
C  -0.378  -0.972  1.236  -0.23
C  1.267  -2.494  -0.832  -0.02
C  0.340  2.567  -0.107  -0.11
C  -1.814  1.334  -0.346  -0.11
C  0.865  -0.552  0.688  -0.08
N  -1.130  -1.893  0.836  0.17
N  1.649  -1.237  -0.120  0.03
N  -0.345  1.390  -0.531  -0.16
H  -0.734  -0.404  2.094  0.13
H  0.855  -3.167  -0.129  0.07
H  0.438  -2.202  -1.464  0.08
H  2.195  -2.856  -1.462  0.15
H  1.403  2.417  -0.197  0.09
H  0.081  3.379  -0.806  0.10
H  0.027  2.963  0.757  0.05
H  -2.042  0.354  -0.790  0.07
H  -2.179  1.555  0.634  0.07
H  -2.505  2.061  -1.082  0.15
H  1.308  0.170  1.304  0.12
H  -1.950  -2.142  1.390  0.09
H  2.674  -1.073  0.219  0.22
H  -0.025  0.804  -1.294  0.12

Run z
Here is a 3-piece molecular cluster, C5H14N3 overall from OMol25. Energies are from ωB97M-V with the def2-TZVPD basis set.

HOMO energy (eV): -13.20
LUMO level (eV): -8.7
HOMO-LUMO gap (eV): 4.47
Charge: +1

Each line ends with the Löwdin charge.
Positions of all 22 atoms, in Å:
C  -3.165  -0.897  0.577  -0.09
C  -1.748  -0.687  0.638  -0.21
C  -0.867  -1.483  1.344  0.08
C  0.649  0.850  -0.966  0.18
N  3.585  -0.384  0.969  0.15
C  2.555  0.205  0.430  -0.29
N  1.496  -0.291  -0.350  0.01
N  -1.758  2.048  -1.974  0.03
H  -3.457  -1.186  -0.439  0.11
H  -3.464  -1.723  1.228  0.09
H  -3.552  0.041  0.944  0.09
H  -1.306  0.169  0.098  0.05
H  -1.297  -2.232  2.071  0.10
H  0.192  -1.384  1.159  0.02
H  1.419  1.355  -1.701  0.18
H  0.405  1.532  -0.071  0.11
H  3.953  -1.233  0.506  0.08
H  2.320  1.231  0.864  0.14
H  1.756  -1.057  -0.967  0.15
H  -0.771  1.989  -1.620  -0.05
H  -1.768  2.040  -3.006  0.04
H  -2.227  2.922  -1.718  0.04

The winner here is run x, beating the second structure by 0.771 eV.

Run w
Here is an isolated ion of composition C5H14N3 and charge +1 from OMol25. Energies are from ωB97M-V with the def2-TZVPD basis set.

HOMO energy (eV): -11.27
LUMO level (eV): -3.9
HOMO-LUMO gap (eV): 7.36
Charge: +1

Each line ends with the Löwdin charge.
Positions of all 22 atoms, in Å:
H  -4.345  0.601  2.496  0.02
N  -3.784  0.612  1.691  0.07
C  -2.635  1.115  1.819  -0.29
N  -1.916  1.134  0.575  -0.06
C  -0.438  1.522  0.481  -0.18
C  0.155  0.538  -0.538  -0.23
C  0.573  -0.876  -0.070  -0.21
C  1.991  -1.315  -0.302  -0.16
N  2.369  -1.487  -1.802  0.18
H  -2.167  1.494  2.768  0.13
H  -2.493  1.177  -0.259  0.12
H  -0.043  1.724  1.524  0.12
H  -0.491  2.656  -0.074  0.16
H  -0.532  0.386  -1.431  0.12
H  0.957  0.945  -1.208  0.10
H  0.596  -0.862  1.005  0.11
H  -0.162  -1.642  -0.549  0.16
H  2.074  -2.324  0.143  0.13
H  2.822  -0.663  0.263  0.19
H  3.376  -1.699  -1.853  0.16
H  1.955  -2.358  -2.287  0.21
H  2.136  -0.680  -2.391  0.16

Run x
Here is C5H14N3 as an isolated structure from OMol25. Energies are from ωB97M-V with the def2-TZVPD basis set.

HOMO energy (eV): -12.96
LUMO level (eV): -3.2
HOMO-LUMO gap (eV): 9.77
Charge: +1

Each line ends with the Löwdin charge.
Positions of all 22 atoms, in Å:
C  -0.886  -1.563  -0.967  -0.43
C  -1.765  -2.381  -1.833  -0.01
C  1.012  -1.553  0.930  -0.10
C  -0.371  -2.015  0.408  -0.16
C  0.409  0.676  -0.379  -0.06
N  -0.791  -0.346  -1.258  0.16
N  0.035  1.702  0.260  0.07
N  1.099  4.004  0.907  0.16
H  -2.297  -1.592  -2.467  0.12
H  -2.522  -2.761  -1.084  0.12
H  -1.193  -3.129  -2.212  0.05
H  1.775  -1.294  0.119  0.09
H  1.518  -2.285  1.399  0.02
H  0.937  -0.676  1.706  0.11
H  -1.188  -1.584  1.139  0.17
H  -0.450  -3.033  0.434  0.07
H  1.440  0.538  -0.744  0.11
H  0.376  2.937  0.515  0.10
H  -0.955  1.913  0.369  0.12
H  0.984  4.601  0.126  0.09
H  0.790  4.158  1.832  0.09
H  2.041  3.680  0.800  0.10

Run y
Here is an isolated ion of composition C5H14N3 and charge +1 from OMol25. Energies are from ωB97M-V with the def2-TZVPD basis set.

HOMO energy (eV): -13.70
LUMO level (eV): -3.4
HOMO-LUMO gap (eV): 10.27
Charge: +1

Each line ends with the Löwdin charge.
Positions of all 22 atoms, in Å:
C  2.326  0.878  2.049  -0.08
C  1.377  0.373  1.017  -0.51
N  1.105  -1.085  0.981  -0.01
C  0.048  1.150  1.020  -0.16
C  -0.682  1.192  -0.350  -0.18
N  -1.046  -0.138  -0.819  0.06
C  -1.686  -0.475  -1.892  -0.11
N  -1.762  -1.759  -2.327  0.17
H  2.868  1.836  1.816  0.10
H  1.907  1.162  3.005  0.07
H  3.125  0.020  2.197  0.12
H  1.800  0.562  0.035  0.13
H  2.040  -1.579  0.766  0.12
H  0.852  -1.451  1.996  0.14
H  0.202  2.263  1.350  0.16
H  -0.667  0.631  1.761  0.14
H  -1.651  1.863  -0.266  0.16
H  -0.071  1.770  -1.095  0.14
H  -0.567  -0.836  -0.232  0.12
H  -2.126  0.340  -2.552  0.19
H  -1.613  -2.505  -1.661  0.13
H  -2.476  -1.916  -3.023  0.12

The winner here is run y, beating the second structure by 2.312 eV.

Run w
Here is a 2-piece molecular cluster, C5H14N3 overall from OMol25. Energies are from ωB97M-V with the def2-TZVPD basis set.

HOMO energy (eV): -13.56
LUMO level (eV): -3.3
HOMO-LUMO gap (eV): 10.28
Charge: +1

Each line ends with the Löwdin charge.
Positions of all 22 atoms, in Å:
C  0.628  -1.172  -1.036  -0.09
C  1.258  0.108  -1.498  -0.13
C  0.404  0.483  0.557  -0.37
C  0.404  1.082  1.919  0.05
C  -0.788  -1.686  0.928  -0.02
N  0.201  -0.827  0.331  -0.11
N  -1.533  1.110  -0.886  0.10
N  1.284  0.885  -0.295  0.08
H  -0.305  -1.522  -1.584  0.15
H  1.327  -2.028  -0.975  0.14
H  2.231  -0.039  -1.874  0.12
H  0.630  0.616  -2.205  0.11
H  0.077  2.109  1.839  0.09
H  1.516  1.117  2.216  0.15
H  -0.322  0.548  2.580  0.11
H  -0.625  -1.790  2.008  0.11
H  -1.842  -1.384  0.637  0.12
H  -0.715  -2.602  0.409  0.08
H  -1.765  0.482  -1.623  0.04
H  -1.837  0.689  -0.019  0.03
H  1.698  1.812  -0.475  0.20
H  -1.927  2.011  -0.956  0.04

Run x
Here is a 2-piece molecular cluster, C5H14N3 overall from OMol25. Energies are from ωB97M-V with the def2-TZVPD basis set.

HOMO energy (eV): -12.54
LUMO level (eV): -3.4
HOMO-LUMO gap (eV): 9.16
Charge: +1

Each line ends with the Löwdin charge.
Positions of all 22 atoms, in Å:
C  -0.711  -1.455  -1.079  -0.42
C  -1.082  -1.097  -2.536  -0.03
C  0.767  0.861  -0.165  0.07
C  -0.616  1.347  1.654  -0.02
C  -1.501  -1.756  -0.046  0.04
N  0.690  -1.176  -0.750  0.05
N  1.610  0.751  2.049  0.08
N  0.636  0.924  1.146  -0.32
H  -0.537  -0.126  -2.689  0.08
H  -0.490  -1.797  -3.198  0.10
H  -2.200  -1.078  -2.606  0.10
H  1.850  0.920  -0.560  0.16
H  1.363  -1.225  -1.538  0.14
H  -0.064  1.046  -0.723  0.07
H  -0.433  2.018  2.431  0.08
H  -1.401  1.570  0.937  0.11
H  -1.015  0.383  2.175  0.13
H  -2.555  -2.070  -0.039  0.08
H  -1.027  -1.798  0.986  0.08
H  0.882  -1.659  0.117  0.11
H  1.877  1.614  2.646  0.16
H  2.561  0.519  1.696  0.13

The winner here is run w, beating the second structure by 2.984 eV.